Entry 1:
# C20H35As3AuN4OS2

A molecular structure, C20H35As3AuN4OS2 (ωB97M-V/def2-TZVPD, the OMol25 dataset).

```
! wB97M-V def2-TZVPD RIJCOSX def2/J DEFGRID3
* xyz 1 3
Au -1.982 -0.184 0.653
S -3.100 1.835 1.359
C -4.650 1.591 0.690
C -5.657 2.451 1.181
N -6.453 3.153 1.611
C -5.027 0.661 -0.278
S -4.032 -0.468 -1.055
C -6.377 0.630 -0.695
N -7.460 0.531 -1.054
C 2.382 0.946 -0.404
As 0.744 0.364 0.515
C 0.683 1.769 1.856
C 1.368 -1.026 1.771
C 1.619 -2.461 1.290
C 2.415 -3.148 2.409
C 0.293 -3.203 1.099
As -1.158 -2.330 0.099
C -2.495 -3.736 0.146
C -0.813 -2.177 -1.797
C 2.414 -2.418 -0.017
As 3.393 -3.983 -0.882
C 2.006 -4.588 -2.154
C 3.223 -5.565 0.288
H 2.626 0.313 -1.257
H 3.207 0.945 0.311
H 2.201 1.960 -0.760
H 1.556 1.678 2.510
H -0.224 1.714 2.460
H 0.709 2.743 1.369
H 0.615 -1.048 2.573
H 2.298 -0.638 2.201
H 1.979 -2.910 3.379
H 3.449 -2.804 2.408
H 2.409 -4.226 2.296
H -0.161 -3.389 2.085
H 0.466 -4.179 0.624
H -2.153 -4.617 -0.408
H -3.405 -3.360 -0.329
H -2.734 -4.026 1.174
H -0.330 -3.063 -2.218
H -0.199 -1.289 -1.991
H -1.785 -2.041 -2.282
H 3.214 -1.681 0.122
H 1.753 -2.024 -0.803
H 1.832 -3.838 -2.923
H 1.068 -4.833 -1.656
H 2.369 -5.486 -2.651
H 3.875 -5.488 1.154
H 3.566 -6.413 -0.305
H 2.201 -5.766 0.604
N -0.464 2.050 -1.128
C -0.566 3.204 -1.130
N -0.730 4.485 -1.113
C -0.361 5.348 -2.224
C 0.847 6.203 -1.814
O 0.583 6.908 -0.624
C 0.270 6.055 0.449
C -0.958 5.190 0.138
H -1.214 6.000 -2.440
H -0.136 4.747 -3.106
H 1.050 6.958 -2.574
H 1.736 5.561 -1.690
H 0.057 6.707 1.296
H 1.133 5.409 0.685
H -1.841 5.824 0.016
H -1.146 4.475 0.939
*
```

Properties
Expectation value of S²: 2.0319
LUMO level (alpha / beta) (eV): -3.27 / -5.91
Kohn-Sham gap (alpha / beta) (eV): 7.61 / 5.36
HOMO level (alpha / beta) (eV): -10.88 / -11.27

How is the electron density shared among the atoms? According to Mulliken, the charges in e are: atom 1 (Au): 0.23, atom 2 (S): -0.38, atom 3 (C): 0.77, atom 4 (C): -0.28, atom 5 (N): -0.33, atom 6 (C): 0.71, atom 7 (S): -0.32, atom 8 (C): -0.21, atom 9 (N): -0.33, atom 10 (C): -1.17, atom 11 (As): 0.89, atom 12 (C): -0.78, atom 13 (C): -2.06, atom 14 (C): 2.59, atom 15 (C): -2.04, atom 16 (C): -1.36, atom 17 (As): 0.40, atom 18 (C): -1.08, atom 19 (C): -0.98, atom 20 (C): -1.44, atom 21 (As): 0.41, atom 22 (C): -1.06, atom 23 (C): -1.18, atom 24 (H): 0.32, atom 25 (H): 0.43, atom 26 (H): 0.37, atom 27 (H): 0.46, atom 28 (H): 0.37, atom 29 (H): -0.05, atom 30 (H): 0.39, atom 31 (H): 0.72, atom 32 (H): 0.47, atom 33 (H): 0.43, atom 34 (H): 0.47, atom 35 (H): 0.58, atom 36 (H): 0.18, atom 37 (H): 0.40, atom 38 (H): 0.38, atom 39 (H): 0.38, atom 40 (H): 0.33, atom 41 (H): 0.28, atom 42 (H): 0.49, atom 43 (H): 0.64, atom 44 (H): -0.13, atom 45 (H): 0.31, atom 46 (H): 0.20, atom 47 (H): 0.47, atom 48 (H): 0.34, atom 49 (H): 0.40, atom 50 (H): 0.32, atom 51 (N): -0.54, atom 52 (C): 0.53, atom 53 (N): -0.06, atom 54 (C): -0.68, atom 55 (C): -0.47, atom 56 (O): -0.37, atom 57 (C): -0.53, atom 58 (C): -0.49, atom 59 (H): 0.31, atom 60 (H): 0.42, atom 61 (H): 0.36, atom 62 (H): 0.29, atom 63 (H): 0.37, atom 64 (H): 0.30, atom 65 (H): 0.28, atom 66 (H): 0.32

Entry 2:
# C22H27ClFeN4S5

A molecular structure, C22H27ClFeN4S5 (ωB97M-V/def2-TZVPD, the OMol25 dataset).

```
! wB97M-V def2-TZVPD RIJCOSX def2/J DEFGRID3
* xyz 1 6
Fe -0.810 0.146 -0.384
C -1.830 1.055 2.320
C -3.071 1.486 1.533
N -2.791 1.435 0.085
C -3.847 0.851 -0.750
C -3.720 -0.655 -0.852
C -4.821 -1.494 -0.974
C -4.612 -2.860 -1.074
C -3.320 -3.360 -1.020
C -2.270 -2.465 -0.897
C -0.818 -2.886 -0.814
N -0.080 -1.996 0.097
C -0.271 -2.304 1.531
C -0.351 -1.012 2.348
N -1.447 -0.242 1.754
N -2.480 -1.148 -0.838
H -2.034 1.014 3.396
H -1.021 1.763 2.162
H -3.407 2.478 1.848
H -3.888 0.790 1.748
H -2.600 2.366 -0.259
H -3.738 1.265 -1.757
H -4.854 1.110 -0.401
H -5.819 -1.080 -0.979
H -5.451 -3.532 -1.171
H -3.129 -4.422 -1.066
H -0.368 -2.794 -1.807
H -0.747 -3.940 -0.519
H 0.910 -2.043 -0.126
H 0.515 -2.965 1.904
H -1.218 -2.842 1.633
H 0.572 -0.436 2.246
H -0.495 -1.229 3.413
H -2.283 -0.822 1.763
C 2.811 2.457 0.344
S 1.162 2.230 1.061
C 0.258 3.411 0.131
C -0.333 3.164 -1.062
S -0.280 1.708 -2.031
S -1.232 4.503 -1.746
C -0.918 5.680 -0.484
S -1.494 7.198 -0.515
S 0.052 5.019 0.802
H 3.490 1.813 0.899
H 3.116 3.493 0.465
H 2.803 2.176 -0.705
Cl 3.566 -0.847 1.820
C 4.499 -0.866 0.347
C 5.860 -1.041 0.442
C 6.622 -1.119 -0.717
C 6.009 -1.034 -1.967
C 4.649 -0.855 -2.058
C 3.834 -0.743 -0.901
C 2.461 -0.524 -1.005
H 6.322 -1.127 1.414
H 7.691 -1.256 -0.642
H 6.604 -1.106 -2.865
H 4.173 -0.776 -3.026
H 1.975 -0.505 -1.969
H 1.895 -0.286 -0.118
*
```

Properties
Expectation value of S²: 8.8019
LUMO level (alpha / beta) (eV): -2.77 / -3.52
Energy relative to the best compared isomer or geometry (same formula, charge and spin) (kcal/mol): 2.0
Kohn-Sham gap (alpha / beta) (eV): 7.24 / 6.54
HOMO level (alpha / beta) (eV): -10.01 / -10.06

How is the electron density shared among the atoms? According to Mulliken, the charges in e are: atom 1 (Fe): 0.75, atom 2 (C): -0.52, atom 3 (C): -0.84, atom 4 (N): 0.11, atom 5 (C): -1.35, atom 6 (C): 0.93, atom 7 (C): -1.00, atom 8 (C): -0.43, atom 9 (C): -0.96, atom 10 (C): 0.87, atom 11 (C): -1.34, atom 12 (N): 0.07, atom 13 (C): -0.77, atom 14 (C): -0.59, atom 15 (N): -0.03, atom 16 (N): 0.36, atom 17 (H): 0.40, atom 18 (H): 0.04, atom 19 (H): 0.46, atom 20 (H): 0.34, atom 21 (H): 0.17, atom 22 (H): 0.41, atom 23 (H): 0.42, atom 24 (H): 0.48, atom 25 (H): 0.44, atom 26 (H): 0.48, atom 27 (H): 0.40, atom 28 (H): 0.45, atom 29 (H): 0.20, atom 30 (H): 0.50, atom 31 (H): 0.34, atom 32 (H): 0.13, atom 33 (H): 0.43, atom 34 (H): 0.27, atom 35 (C): -0.81, atom 36 (S): -0.05, atom 37 (C): 0.14, atom 38 (C): -0.18, atom 39 (S): -0.45, atom 40 (S): -0.02, atom 41 (C): 0.10, atom 42 (S): -0.17, atom 43 (S): -0.04, atom 44 (H): 0.29, atom 45 (H): 0.48, atom 46 (H): 0.21, atom 47 (Cl): -0.19, atom 48 (C): 0.73, atom 49 (C): -0.67, atom 50 (C): -0.43, atom 51 (C): -0.68, atom 52 (C): -0.62, atom 53 (C): 0.90, atom 54 (C): -1.02, atom 55 (H): 0.45, atom 56 (H): 0.39, atom 57 (H): 0.40, atom 58 (H): 0.41, atom 59 (H): 0.22, atom 60 (H): 0.01

Entry 3:
# C6H9CuO4

A molecular structure, C6H9CuO4 (ωB97M-V/def2-TZVPD, the OMol25 dataset).

```
! wB97M-V def2-TZVPD RIJCOSX def2/J DEFGRID3
* xyz 0 1
O 1.581 -0.893 0.094
C 1.733 -0.100 -1.033
C 2.798 0.660 -1.267
H 0.901 -0.222 -1.726
H 2.858 1.203 -2.210
H 3.625 0.738 -0.560
O -2.192 0.892 -0.090
C -0.997 1.523 0.147
O -1.157 2.693 0.543
Cu 1.045 2.395 0.300
O 1.861 0.769 1.606
C 1.574 -0.375 1.328
H 1.432 -1.179 2.068
C -2.108 -0.468 -0.509
H -2.941 -0.633 -1.207
H -1.165 -0.614 -1.057
C -2.196 -1.417 0.669
H -1.378 -1.227 1.380
H -3.149 -1.289 1.202
H -2.124 -2.457 0.321
*
```

Properties
LUMO level (eV): -0.33
Kohn-Sham gap (eV): 6.77
HOMO level (eV): -7.10

How is the electron density shared among the atoms? According to Mulliken, the charges in e are: atom 1 (O): -0.22, atom 2 (C): 0.12, atom 3 (C): -0.84, atom 4 (H): 0.28, atom 5 (H): 0.31, atom 6 (H): 0.31, atom 7 (O): -0.29, atom 8 (C): 0.06, atom 9 (O): -0.60, atom 10 (Cu): 0.43, atom 11 (O): -0.46, atom 12 (C): 0.20, atom 13 (H): 0.40, atom 14 (C): 0.31, atom 15 (H): 0.32, atom 16 (H): -0.16, atom 17 (C): -0.97, atom 18 (H): 0.16, atom 19 (H): 0.32, atom 20 (H): 0.34

Entry 4:
# C45H52ClN11O3Sn

A molecular structure, C45H52ClN11O3Sn (ωB97M-V/def2-TZVPD, the OMol25 dataset).

```
! wB97M-V def2-TZVPD RIJCOSX def2/J DEFGRID3
* xyz 0 1
Sn -0.097 0.559 -0.432
O -4.593 0.276 -0.770
C -3.400 0.588 -0.750
N -2.323 -0.207 -0.610
C -2.492 -1.588 -0.370
C -3.561 -2.342 -0.872
C -3.678 -3.690 -0.579
C -2.748 -4.316 0.238
C -1.671 -3.593 0.727
C -1.520 -2.251 0.398
N -0.350 -1.518 0.879
C 1.675 -2.845 1.900
O 0.777 -3.558 2.595
C 2.493 -1.997 2.901
C 3.085 -2.738 3.932
C 3.808 -2.092 4.910
C 3.904 -0.700 4.873
C 3.272 -0.043 3.841
N 2.594 -0.669 2.869
C -3.093 2.071 -0.883
C -4.140 2.986 -0.854
C -3.851 4.335 -0.959
C -2.526 4.731 -1.107
C -1.551 3.752 -1.133
N -1.829 2.455 -1.016
H -4.307 -1.853 -1.479
H -4.513 -4.251 -0.983
H -2.857 -5.362 0.494
H -0.914 -4.030 1.381
H 2.928 -3.808 3.943
H 4.286 -2.652 5.704
H 4.451 -0.149 5.627
H 3.295 1.044 3.778
H -5.147 2.606 -0.750
H -4.643 5.072 -0.925
H -2.256 5.774 -1.196
H -0.500 4.001 -1.255
C 0.953 -2.231 0.632
C -0.582 -0.907 2.195
N -0.997 0.498 1.989
C -0.564 1.425 3.030
C 0.655 2.266 2.688
C 0.924 3.406 3.439
C 2.095 4.099 3.196
C 2.970 3.620 2.233
C 2.633 2.470 1.529
C 3.639 1.864 0.562
N 3.056 1.259 -0.626
C 3.618 -0.030 -1.033
C 3.134 -1.141 -0.113
N 1.724 -1.456 -0.364
N 1.481 1.830 1.742
H 0.654 -3.146 0.129
H 2.463 -3.472 1.395
H 0.343 -0.889 2.749
H -1.318 -1.479 2.757
H -2.000 0.546 1.868
H -0.285 0.869 3.934
H -1.387 2.084 3.309
H 0.231 3.731 4.206
H 2.329 4.999 3.751
H 3.901 4.133 2.026
H 4.175 1.095 1.127
H 4.372 2.635 0.306
H 3.083 1.912 -1.397
H 4.717 -0.020 -1.042
H 3.280 -0.228 -2.055
H 3.208 -0.792 0.911
H 3.779 -2.019 -0.228
H 1.659 -1.919 -1.262
C -4.924 2.769 -6.163
C -3.927 1.856 -5.434
C -2.774 2.746 -4.923
C -4.638 1.274 -4.207
C -3.400 0.751 -6.423
O -2.467 1.321 -7.342
C -4.495 0.104 -7.312
C -5.687 -0.673 -6.719
C -5.343 -1.908 -5.918
C -5.708 -2.026 -4.581
C -5.331 -3.127 -3.823
C -4.590 -4.134 -4.414
Cl -4.096 -5.504 -3.474
C -4.246 -4.061 -5.756
C -4.626 -2.953 -6.496
C -2.621 -0.392 -5.750
N -1.455 -0.028 -4.965
C -1.344 -0.107 -3.636
N -0.132 0.245 -3.257
C 0.483 0.520 -4.441
N -0.282 0.368 -5.499
H -5.231 3.573 -5.492
H -5.825 2.234 -6.467
H -4.485 3.239 -7.049
H -3.189 3.671 -4.516
H -2.073 3.000 -5.716
H -2.217 2.266 -4.119
H -4.978 2.097 -3.575
H -3.981 0.657 -3.594
H -5.511 0.683 -4.472
H -2.919 1.996 -7.859
H -3.954 -0.549 -8.002
H -4.911 0.904 -7.928
H -6.306 -0.978 -7.568
H -6.307 -0.011 -6.115
H -6.285 -1.241 -4.105
H -5.607 -3.197 -2.779
H -3.682 -4.863 -6.212
H -4.347 -2.900 -7.543
H -2.286 -1.063 -6.539
H -3.274 -0.940 -5.079
H -2.128 -0.433 -2.967
H 1.513 0.831 -4.519
*
```

Properties
LUMO level (eV): 0.20
Kohn-Sham gap (eV): 6.76
HOMO level (eV): -6.56

Mulliken population analysis, charges in e, atoms 1 to 99: atom 1 (Sn): 1.11, atom 2 (O): -0.77, atom 3 (C): -0.22, atom 4 (N): 1.16, atom 5 (C): -0.76, atom 6 (C): -0.31, atom 7 (C): -0.70, atom 8 (C): -1.49, atom 9 (C): -0.09, atom 10 (C): -0.55, atom 11 (N): 1.41, atom 12 (C): -0.32, atom 13 (O): -0.91, atom 14 (C): 1.30, atom 15 (C): -1.18, atom 16 (C): -0.50, atom 17 (C): -0.92, atom 18 (C): -0.31, atom 19 (N): 0.24, atom 20 (C): 0.34, atom 21 (C): -0.80, atom 22 (C): -0.51, atom 23 (C): -0.84, atom 24 (C): -0.65, atom 25 (N): 0.58, atom 26 (H): 0.47, atom 27 (H): 0.60, atom 28 (H): 0.45, atom 29 (H): 0.57, atom 30 (H): 0.49, atom 31 (H): 0.38, atom 32 (H): 0.45, atom 33 (H): 0.03, atom 34 (H): 0.57, atom 35 (H): 0.45, atom 36 (H): 0.46, atom 37 (H): 0.49, atom 38 (C): -0.96, atom 39 (C): -0.52, atom 40 (N): 0.20, atom 41 (C): -1.70, atom 42 (C): 0.76, atom 43 (C): -1.18, atom 44 (C): -0.65, atom 45 (C): -0.86, atom 46 (C): 0.28, atom 47 (C): -1.15, atom 48 (N): 0.06, atom 49 (C): -1.29, atom 50 (C): 0.45, atom 51 (N): -0.12, atom 52 (N): 1.35, atom 53 (H): 0.57, atom 54 (H): 0.58, atom 55 (H): 0.01, atom 56 (H): 0.18, atom 57 (H): 0.33, atom 58 (H): 0.41, atom 59 (H): 0.56, atom 60 (H): 0.50, atom 61 (H): 0.42, atom 62 (H): 0.46, atom 63 (H): 0.15, atom 64 (H): 0.41, atom 65 (H): 0.30, atom 66 (H): 0.35, atom 67 (H): 0.42, atom 68 (H): -0.70, atom 69 (H): 0.36, atom 70 (H): 0.39, atom 71 (C): -2.01, atom 72 (C): 2.19, atom 73 (C): -1.44, atom 74 (C): -1.63, atom 75 (C): 1.77, atom 76 (O): -0.66, atom 77 (C): -1.88, atom 78 (C): -1.53, atom 79 (C): -0.07, atom 80 (C): 0.11, atom 81 (C): -0.73, atom 82 (C): 0.41, atom 83 (Cl): -0.21, atom 84 (C): -0.93, atom 85 (C): 0.06, atom 86 (C): -2.34, atom 87 (N): 1.32, atom 88 (C): -0.17, atom 89 (N): 0.01, atom 90 (C): -0.45, atom 91 (N): -1.10, atom 92 (H): 0.54, atom 93 (H): 0.33, atom 94 (H): 0.39, atom 95 (H): 0.43, atom 96 (H): 0.36, atom 97 (H): 0.02, atom 98 (H): 0.59, atom 99 (H): 0.24